Record 1
Formula: C35H41F6N2O5P2RuSSi2
Source: the Open Molecules 2025 dataset
Level of theory: ωB97M-V/def2-TZVPD

Summary:
Max |F| (eV/Å): 1.769
LUMO energy (alpha / beta) (eV): 1.92 / 1.89
Net charge: -1
HOMO level (alpha / beta) (eV): -5.46 / -5.47
E (eV): -114239.647
Relative energy (zero: lowest compared OMol25 entry of this formula, charge and spin) (kJ/mol): 132.8

Geometry (Å):
Ru1 -1.0423 0.2364 0.8832
C1 -4.3809 2.0280 -0.1843
Si1 -3.3122 1.4388 -1.5914
C2 -4.3968 0.2682 -2.6041
C3 -2.9214 2.9085 -2.7121
N1 -1.8583 0.6653 -1.0958
P1 -0.4180 0.4208 -1.6986
C4 0.3205 -0.3206 -0.3362
P2 1.5400 -0.4067 0.9010
N2 0.6227 -0.4334 2.1946
Si2 0.8585 0.0489 3.8798
C5 1.5946 1.6966 4.4410
C6 -0.4787 -0.5746 5.0344
C7 2.2768 -1.1664 4.3179
C8 2.4256 -1.9816 0.7783
C9 1.6471 -3.1360 0.8411
C10 2.2466 -4.3825 0.7832
C11 3.6293 -4.4854 0.6711
C12 4.4073 -3.3396 0.6176
C13 3.8053 -2.0881 0.6685
C14 2.8392 0.8206 0.6374
C15 3.5722 1.3434 1.6956
C16 4.6206 2.2178 1.4507
C17 4.9483 2.5659 0.1477
C18 4.2362 2.0269 -0.9130
C19 3.1895 1.1506 -0.6670
C20 0.4045 1.9012 -2.3288
C21 0.3460 3.0419 -1.5297
C22 0.9986 4.1980 -1.9262
C23 1.7022 4.2261 -3.1228
C24 1.7570 3.0943 -3.9256
C25 1.1100 1.9325 -3.5299
C26 -0.4122 -0.7153 -3.1107
C27 -1.1950 -0.4546 -4.2328
C28 -1.2328 -1.3555 -5.2842
C29 -0.4839 -2.5259 -5.2225
C30 0.2951 -2.7910 -4.1074
C31 0.3268 -1.8895 -3.0509
H1 -5.3343 2.3418 -0.6269
H2 -3.9411 2.8566 0.3624
H3 -4.5826 1.2284 0.5289
H4 -5.1496 0.8410 -3.1522
H5 -4.9242 -0.4347 -1.9569
H6 -3.8282 -0.3252 -3.3238
H7 -3.8538 3.2880 -3.1392
H8 -2.2510 2.6648 -3.5405
H9 -2.4561 3.7166 -2.1447
H10 0.8544 2.2305 5.0373
H11 1.8713 2.3675 3.6319
H12 2.4798 1.5041 5.0586
H13 -1.4520 -0.1172 4.8851
H14 -0.1419 -0.3559 6.0531
H15 -0.5655 -1.6594 4.9431
H16 3.1988 -0.9827 3.7529
H17 1.9885 -2.2019 4.1173
H18 2.5435 -1.0888 5.3766
H19 0.5744 -3.0522 0.9514
H20 1.6349 -5.2741 0.8350
H21 4.0965 -5.4617 0.6308
H22 5.4843 -3.4154 0.5386
H23 4.4176 -1.1951 0.6248
H24 3.3192 1.0866 2.7114
H25 5.1727 2.6345 2.2833
H26 5.7607 3.2572 -0.0398
H27 4.4831 2.2925 -1.9331
H28 2.6446 0.7330 -1.5033
H29 -0.1900 3.0162 -0.5893
H30 0.9595 5.0719 -1.2895
H31 2.2098 5.1320 -3.4313
H32 2.3037 3.1126 -4.8601
H33 1.1676 1.0517 -4.1577
H34 -1.7832 0.4544 -4.2891
H35 -1.8494 -1.1478 -6.1492
H36 -0.5177 -3.2320 -6.0423
H37 0.8716 -3.7052 -4.0489
H38 0.9132 -2.1096 -2.1652
O1 -0.9485 3.9530 2.7534
S1 -0.6979 2.6442 2.2157
O2 -1.7402 2.2246 1.1395
O3 -0.8753 1.5232 3.1807
O4 0.5891 2.4851 1.5054
C32 -4.6738 -2.0147 1.4112
C33 -3.1473 -2.0249 1.2749
O5 -2.7647 -0.7140 1.1046
C34 -2.7642 -2.8610 0.0346
F1 -3.3376 -2.3735 -1.0676
F2 -3.1682 -4.1489 0.1436
F3 -1.4441 -2.8933 -0.1961
C35 -2.5449 -2.6346 2.5523
F4 -1.2117 -2.7457 2.5024
F5 -3.0302 -3.8761 2.8001
F6 -2.8511 -1.8841 3.6108
H39 -5.0866 -1.5638 0.5121
H40 -4.9277 -1.3908 2.2647
H41 -5.0920 -3.0121 1.5486

Results of the Mulliken charge analysis, in e, for atoms 1 through 5: 1.296, -1.089, 0.295, -1.227, -1.198

=====

Record 2
Formula: C35H41FN8O5S2Ti
Source: the Open Molecules 2025 dataset
Level of theory: ωB97M-V/def2-TZVPD

Summary:
Max |F| (eV/Å): 3.043
Multiplicity: 3
LUMO energy (alpha / beta) (eV): -0.08 / -0.05
Net charge: 0
HOMO level (alpha / beta) (eV): -4.31 / -4.31
E (eV): -106624.322
Relative energy (zero: lowest compared OMol25 entry of this formula, charge and spin) (kJ/mol): 65.8

Geometry (Å):
Ti1 -1.1348 -0.9330 0.8115
O1 -6.2574 -1.7405 3.8930
C1 -5.0844 -1.6226 3.2459
C2 -4.4075 -2.7183 2.7081
C3 -3.2160 -2.4887 2.0678
N1 -2.7130 -1.2695 1.9867
C4 -3.3680 -0.2037 2.4458
C5 -4.5665 -0.3379 3.0989
C6 -2.6593 1.0928 2.0320
O2 -3.1657 2.1761 2.1836
O3 -1.5052 0.8338 1.4612
C7 -2.3243 -3.5095 1.3531
O4 -2.5625 -4.6883 1.3413
O5 -1.2976 -2.9087 0.7942
H1 -6.5388 -2.6625 3.9078
H2 -4.7995 -3.7276 2.7664
H3 -5.0952 0.5265 3.4796
N2 0.2666 -2.4685 -2.6367
C8 1.5832 -2.4994 -2.1562
C9 2.7294 -3.0900 -2.6593
C10 3.9113 -2.8703 -1.9618
C11 3.9257 -2.0736 -0.8123
C12 2.7651 -1.4913 -0.3164
C13 1.5795 -1.7329 -0.9913
N3 0.2866 -1.2642 -0.7394
C14 -0.4805 -1.7294 -1.7679
C15 -1.8461 -1.4097 -1.9170
C16 -2.7360 -1.5857 -3.0013
S1 -4.2853 -0.8933 -2.5834
C17 -3.6587 -0.4328 -1.0466
N4 -2.4241 -0.7438 -0.8427
H4 -0.1023 -3.0073 -3.3981
H5 2.7135 -3.6730 -3.5722
H6 4.8332 -3.3099 -2.3215
H7 4.8671 -1.8845 -0.3093
H8 2.7829 -0.8324 0.5439
H9 -2.5862 -2.0897 -3.9411
H10 -4.2797 0.0555 -0.3053
C18 2.3884 -5.4330 2.6273
C19 2.1999 -4.4293 1.4914
N5 1.3117 -3.3251 1.8311
C20 1.6143 -2.2781 2.5939
S2 0.4865 -0.9956 2.8249
N6 2.8092 -2.2631 3.1944
C21 3.3254 -1.1533 4.0033
C22 3.8889 -0.0158 3.1638
H11 3.1100 -6.1970 2.3308
H12 1.4423 -5.9240 2.8602
H13 2.7496 -4.9553 3.5385
H14 1.7493 -4.9270 0.6354
H15 3.1572 -4.0280 1.1479
H16 0.3884 -3.3140 1.4158
H17 3.4929 -2.9228 2.8605
H18 4.0916 -1.5710 4.6554
H19 2.5083 -0.7977 4.6254
H20 4.7291 -0.3576 2.5538
H21 4.2423 0.7867 3.8148
H22 3.1274 0.3956 2.4982
C23 -1.3876 3.5139 -3.2064
C24 -1.5252 2.1779 -2.4430
N7 -2.0348 2.4164 -1.0979
C25 -3.2648 3.2034 -1.1505
C26 -2.9476 4.6390 -1.6438
N8 -1.5472 4.6215 -2.1934
C27 -0.5658 4.4030 -1.0633
C28 -1.0529 3.1637 -0.2930
H23 -2.1628 3.6469 -3.9604
H24 -0.4081 3.6244 -3.6704
H25 -0.5560 1.6889 -2.3591
H26 -2.2055 1.5106 -2.9765
H27 -3.6986 3.2345 -0.1532
H28 -3.9698 2.7165 -1.8288
H29 -2.9636 5.3610 -0.8304
H30 -3.6194 4.9744 -2.4319
H31 -1.3528 5.5106 -2.6415
H32 -0.5392 5.3055 -0.4545
H33 0.4177 4.2383 -1.5043
H34 -1.5311 3.4247 0.6489
H35 -0.1859 2.5454 -0.0679
F1 3.5262 4.6045 -4.1843
C29 3.1082 3.8885 -3.0834
C30 3.3600 4.3771 -1.8120
C31 2.9288 3.6752 -0.6974
C32 2.2198 2.4227 -0.7946
C33 1.7263 1.7248 0.3040
C34 1.9969 1.9786 -2.1481
C35 2.4378 2.6989 -3.2563
H36 3.9033 5.3104 -1.7042
H37 3.1305 4.0741 0.2925
H38 1.8668 2.0722 1.3236
H39 1.1763 0.8055 0.1389
H40 1.4877 1.0301 -2.3004
H41 2.2701 2.3298 -4.2643

Results of the Mulliken charge analysis, in e, for atoms 1 through 5: 0.293, -0.547, 0.905, -0.548, -0.082

=====

Record 3
Formula: C35H41LiN5
Source: the Open Molecules 2025 dataset
Level of theory: ωB97M-V/def2-TZVPD

Summary:
Max |F| (eV/Å): 0.349
LUMO energy (eV): 2.35
Net charge: -1
HOMO level (eV): -3.55
E (eV): -44620.553

Geometry (Å):
Li1 -0.6245 0.3420 -0.7519
C1 -1.8086 -0.2946 1.5344
C2 -0.6176 -1.0665 1.5495
C3 0.4722 -0.1321 1.5198
C4 -0.1011 1.1672 1.5249
C5 -1.5018 1.0789 1.5508
C6 -2.4471 2.1809 1.9890
C7 -3.8146 2.0779 1.3063
C8 -2.6729 2.0408 3.5059
C9 -1.8363 3.5620 1.7294
C10 1.9928 -0.2794 1.6833
C11 2.6033 -1.4892 0.9653
C12 2.3565 -0.3444 3.1793
C13 2.7219 0.9540 1.1239
C14 -0.6710 -2.5849 1.7943
C15 0.0695 -2.9601 3.0880
C16 -0.1364 -3.4463 0.6411
C17 -2.1246 -3.0402 2.0001
H1 -2.8110 -0.6926 1.6061
H2 0.4612 2.0890 1.5580
H3 -4.2400 1.0816 1.4396
H4 -3.7365 2.2743 0.2380
H5 -4.5117 2.8053 1.7357
H6 -3.1939 1.1072 3.7286
H7 -3.2670 2.8752 3.8971
H8 -1.7121 2.0188 4.0234
H9 -1.4154 3.6250 0.7270
H10 -1.0339 3.7682 2.4411
H11 -2.5918 4.3470 1.8373
H12 2.3280 -2.4332 1.4311
H13 3.6952 -1.4211 0.9931
H14 2.2947 -1.5182 -0.0815
H15 1.8533 -1.1642 3.6871
H16 2.0562 0.5833 3.6712
H17 3.4380 -0.4693 3.3084
H18 2.4644 1.1278 0.0818
H19 3.8031 0.8008 1.1921
H20 2.4838 1.8571 1.6854
H21 1.1484 -2.8782 2.9815
H22 -0.1541 -3.9973 3.3607
H23 -0.2450 -2.3104 3.9074
H24 0.8507 -3.1454 0.3030
H25 -0.8143 -3.3799 -0.2062
H26 -0.0890 -4.4985 0.9450
H27 -2.5810 -2.5532 2.8637
H28 -2.1410 -4.1213 2.1682
H29 -2.7341 -2.8278 1.1198
C18 -2.0917 4.2818 -1.9034
C19 -0.9208 5.0356 -1.8624
C20 0.2886 4.3856 -1.8193
C21 0.3336 2.9774 -1.8235
N1 -0.8034 2.2591 -1.7641
C22 -1.9658 2.9106 -1.8326
N2 1.5920 2.4252 -2.0026
C23 1.7688 1.1500 -2.1527
N3 0.8950 0.1363 -1.9633
C24 1.4148 -0.9951 -2.4917
N4 0.8266 -2.1219 -2.7386
C25 -0.5270 -2.3177 -2.4911
C26 -1.0609 -3.5116 -3.0102
C27 -2.3922 -3.8032 -2.8357
C28 -3.1943 -2.9071 -2.1330
C29 -2.5925 -1.7694 -1.6351
N5 -1.3020 -1.4675 -1.7961
C30 2.8364 -0.7500 -2.8843
C31 3.8207 -1.5714 -3.3922
C32 5.0611 -0.9971 -3.6627
C33 5.2854 0.3609 -3.4461
C34 4.2767 1.1845 -2.9502
C35 3.0610 0.6001 -2.6645
H30 -3.0684 4.7431 -1.9521
H31 -0.9609 6.1183 -1.8749
H32 1.2301 4.9167 -1.8239
H33 -2.8489 2.2806 -1.8298
H34 -0.3915 -4.1748 -3.5396
H35 -2.8073 -4.7237 -3.2289
H36 -4.2437 -3.0985 -1.9559
H37 -3.1677 -1.0609 -1.0460
H38 3.6274 -2.6224 -3.5645
H39 5.8650 -1.6127 -4.0479
H40 6.2591 0.7797 -3.6699
H41 4.4317 2.2433 -2.7882

Results of the Mulliken charge analysis, in e, for atoms 1 through 5: 0.999, -0.217, 0.228, 0.186, -0.834

=====

Record 4
Formula: C35H41N3O3SSi2Tc
Source: the Open Molecules 2025 dataset
Level of theory: ωB97M-V/def2-TZVPD

Summary:
Max |F| (eV/Å): 12.014
Multiplicity: 4
LUMO energy (alpha / beta) (eV): 4.18 / 4.02
Net charge: -2
HOMO level (alpha / beta) (eV): -0.88 / -1.13
E (eV): -76333.620
Relative energy (zero: lowest compared OMol25 entry of this formula, charge and spin) (kJ/mol): 2634.9

Geometry (Å):
Tc1 0.6013 0.4440 -0.1961
C1 -3.2673 -2.1597 3.1718
Si1 -1.4747 -1.7179 2.8042
C2 -0.2927 -2.3688 4.0841
C3 -1.2657 -3.0148 1.1579
C4 -1.5259 -4.4615 1.4365
C5 -1.4691 -5.4357 0.3766
C6 -0.5177 -5.0958 -0.5309
C7 -0.3491 -3.8442 -0.9659
C8 -0.8472 -2.7397 -0.2701
Si2 -1.1237 -1.0349 -1.1208
C9 -2.9012 -0.4883 -1.1996
C10 -0.6529 -1.7505 -2.9280
H1 -3.8339 -1.3092 3.1186
H2 -3.4819 -2.3989 4.2057
H3 -3.8294 -3.1014 2.5987
H4 -0.5730 -3.5711 3.8210
H5 -0.4735 -2.2531 5.3006
H6 0.7669 -1.9342 3.7958
H7 -2.1819 -4.6215 2.2890
H8 -1.6149 -6.2484 0.9219
H9 -0.3406 -6.0019 -1.2750
H10 0.4100 -4.0542 -1.7463
H11 -2.4489 0.3873 -1.8312
H12 -2.7030 0.4888 -0.4174
H13 -3.8799 -1.1675 -1.3637
H14 -1.0260 -2.7874 -3.5883
H15 0.3398 -1.4340 -2.8513
H16 -0.7658 -0.8068 -3.5819
C11 3.6334 1.2185 0.7340
C12 3.1242 0.2023 1.8662
C13 2.6543 0.9133 3.1534
C14 3.7410 -1.0726 2.2453
N1 1.7368 -0.1601 0.9981
H17 4.8387 1.3739 0.8793
H18 3.1044 2.0484 0.8675
H19 3.3355 0.5921 -0.1247
H20 3.1014 0.5526 4.0752
H21 1.5495 0.4258 3.4509
H22 2.6014 1.8955 2.7945
H23 3.7487 -2.1148 1.7401
H24 4.0780 -1.1831 3.2405
H25 4.8973 -1.4486 1.7026
C15 4.6764 -2.1115 -4.7215
C16 3.7560 -1.4464 -3.6345
C17 3.4137 -2.2186 -2.5167
C18 2.4984 -1.4922 -1.6351
N2 1.9751 -0.3849 -1.5946
C19 2.4792 0.4343 -2.7995
C20 3.3039 -0.1662 -3.8664
H26 4.3672 -1.3517 -5.7654
H27 -5.2601 -5.8002 4.4572
H28 4.4485 -3.3638 -5.0601
H29 3.4723 -3.1851 -2.9099
H30 2.3847 -2.4096 -0.9827
H31 1.8426 1.3976 -3.0764
H32 3.5535 0.4360 -4.7358
C21 0.5239 2.1187 -1.0666
C22 0.5715 2.9679 -2.1180
C23 0.1771 3.8676 -3.0138
C24 0.8761 4.7958 -3.8539
C25 0.3243 5.3779 -5.0525
C26 -0.8893 4.9088 -5.5581
C27 -1.6282 4.0724 -4.7008
C28 -1.1886 3.6135 -3.5394
H33 2.0755 4.9074 -3.7213
H34 1.1655 5.8150 -5.7742
H35 -1.3866 5.4937 -6.5342
H36 -2.5826 3.8281 -5.1402
H37 -1.9735 2.8314 -3.0154
O1 -0.8532 -0.1512 2.6343
C29 -1.2296 0.9064 2.2399
N3 -0.7050 1.4870 1.1848
S1 -1.4400 3.0087 1.1866
O2 -0.6600 4.1782 1.4128
O3 -2.2580 3.0005 -0.0594
C30 -2.5121 2.6961 2.4694
C31 -3.1493 3.6609 3.0735
C32 -3.7698 3.3132 4.1846
C33 -3.5274 2.1879 4.8993
C34 -2.4784 1.3487 4.5496
C35 -2.2096 1.4691 3.0388
H38 -3.0943 4.6547 2.8899
H39 -4.0368 4.0833 4.8595
H40 -3.6586 2.0484 5.9895
H41 -2.8172 0.4102 4.5379

Results of the Mulliken charge analysis, in e, for atoms 1 through 5: -0.357, -1.483, 0.684, -0.799, 0.244

=====

Record 5
Formula: C35H42BBiN11S2Sb
Source: the Open Molecules 2025 dataset
Level of theory: ωB97M-V/def2-TZVPD

Summary:
Max |F| (eV/Å): 0.843
Multiplicity: 2
LUMO energy (alpha / beta) (eV): -1.96 / -4.69
Net charge: +1
HOMO level (alpha / beta) (eV): -10.03 / -10.27
E (eV): -88089.870
Relative energy (zero: lowest compared OMol25 entry of this formula, charge and spin) (kJ/mol): 0.0

Geometry (Å):
Bi1 -0.2647 0.6758 -0.3119
C1 -2.6210 3.7981 -0.5958
C2 -2.5077 3.0427 0.6803
C3 -3.3396 3.2608 1.7778
C4 -2.8449 2.4633 2.7814
N1 -1.7711 1.8156 2.3243
N2 -1.5656 2.1284 1.0119
B1 -0.8268 0.8995 3.1424
N3 0.6278 1.3035 2.7626
C5 1.5817 1.7953 3.5679
C6 2.7425 1.9397 2.8387
C7 2.4258 1.5132 1.5456
C8 3.3163 1.3901 0.3560
N4 1.1357 1.1617 1.5188
N5 -1.2044 -0.5363 2.7023
C9 -1.5444 -1.6298 3.4105
C10 -2.0120 -2.5841 2.5330
C11 -1.9303 -1.9916 1.2692
C12 -2.2921 -2.5784 -0.0507
N6 -1.4643 -0.7506 1.3891
N7 -0.9226 1.0694 4.6428
C13 -1.1787 2.1650 5.4068
C14 -0.7480 1.9056 6.6789
C15 -0.1913 0.6079 6.6154
C16 0.4931 -0.1507 7.7032
N8 -0.2920 0.1245 5.3913
H1 -3.0591 4.7726 -0.3859
H2 -3.2788 3.2906 -1.3009
H3 -1.6552 3.9511 -1.0616
H4 -4.1906 3.9175 1.8236
H5 -3.1897 2.3235 3.7912
H6 1.3942 2.0088 4.6073
H7 3.6928 2.3077 3.1840
H8 4.3175 1.1033 0.6738
H9 3.3915 2.3381 -0.1753
H10 2.9332 0.6335 -0.3304
H11 -1.4196 -1.6581 4.4760
H12 -2.3791 -3.5685 2.7664
H13 -2.8324 -3.5110 0.0962
H14 -1.3904 -2.7894 -0.6339
H15 -2.9239 -1.8876 -0.6128
H16 -1.6229 3.0588 5.0020
H17 -0.8291 2.5426 7.5431
H18 0.1339 0.1716 8.6785
H19 1.5694 0.0259 7.6659
H20 0.3272 -1.2210 7.5934
N9 3.2472 -2.8077 -1.0389
C17 2.9229 -2.7831 0.3208
C18 3.7693 -3.5206 1.1626
C19 3.5040 -3.5666 2.5130
C20 2.3956 -2.8866 2.9973
C21 1.6202 -2.1974 2.0887
N10 1.8578 -2.1297 0.7741
C22 2.8169 -2.0977 -2.1477
C23 3.4198 -2.4508 -3.3720
C24 3.0398 -1.8045 -4.5220
C25 2.0906 -0.7908 -4.4422
C26 1.5827 -0.4932 -3.1958
N11 1.9028 -1.1336 -2.0662
H21 4.0371 -3.3984 -1.2326
H22 4.6208 -4.0449 0.7467
H23 4.1500 -4.1248 3.1773
H24 2.1278 -2.8849 4.0448
H25 0.7525 -1.6589 2.4343
H26 4.1817 -3.2196 -3.3967
H27 3.4830 -2.0756 -5.4710
H28 1.7798 -0.2402 -5.3190
H29 0.8878 0.3372 -3.0811
S1 -2.0713 1.1074 -2.3340
C27 -1.2202 2.2810 -3.3143
C28 -1.7816 2.5602 -4.5723
C29 -1.2293 3.4981 -5.4122
C30 -0.0958 4.1993 -5.0046
C31 0.4647 3.9471 -3.7693
C32 -0.0704 2.9837 -2.9045
S2 0.7476 2.8154 -1.3550
H30 -2.6761 2.0227 -4.8607
H31 -1.6756 3.6925 -6.3780
H32 0.3463 4.9457 -5.6508
H33 1.3366 4.4969 -3.4403
C33 -3.4769 -2.3778 -3.6007
Sb1 -1.4808 -1.5600 -3.5432
C34 -0.4402 -3.4532 -3.7741
C35 -1.5734 -0.8335 -5.5692
H34 -3.6007 -2.9034 -4.5465
H35 -4.2083 -1.5744 -3.5317
H36 -3.6265 -3.0738 -2.7780
H37 0.0006 -3.5269 -4.7657
H38 -1.1720 -4.2441 -3.6206
H39 0.3442 -3.5291 -3.0238
H40 -1.5750 -1.6923 -6.2382
H41 -0.7403 -0.1753 -5.8035
H42 -2.5060 -0.2824 -5.6752

Results of the Mulliken charge analysis, in e, for atoms 1 through 5: 2.454, -1.606, 0.816, -1.712, -0.122